The following is a quantum chemistry calculation of a cluster of 15 separate species, C6H42O15 in total in a non-equilibrium geometry, from the Open Molecules 2025 dataset.

Each line ends with the Mulliken charge.
Positions of all 63 atoms, in Å:
1 C -0.656 -1.570 -1.348  -1.03
2 O 0.584 -2.103 -1.869  -0.34
3 C -0.404 -0.441 -0.399  2.13
4 C 0.932 -0.444 0.204  0.17
5 C 1.698 0.905 0.468  0.37
6 C 2.681 0.690 1.653  -0.68
7 C 2.087 0.154 2.942  -1.00
8 H -1.383 -1.239 -2.254  0.39
9 H -1.370 -2.263 -0.811  0.23
10 H 0.503 -2.255 -2.722  0.27
11 H -1.144 -0.524 0.460  0.04
12 H -0.526 0.702 -0.875  -1.12
13 H 1.572 -1.203 -0.337  -0.06
14 H 0.777 -0.848 1.209  -0.09
15 H 1.101 1.731 0.917  -0.52
16 H 2.129 1.352 -0.415  0.59
17 H 3.745 0.324 1.252  0.16
18 H 2.990 1.726 1.903  0.55
19 H 1.798 -0.849 2.938  0.22
20 H 2.866 -0.013 3.733  0.38
21 H 1.260 0.760 3.332  0.14
22 H -3.187 0.866 -2.675  0.25
23 H -3.238 0.269 -1.370  0.31
24 O -2.541 0.703 -2.086  -0.47
25 H -2.302 -2.607 3.667  0.32
26 H -1.252 -2.650 2.442  0.48
27 O -2.071 -2.399 2.736  -0.67
28 H 0.615 -3.445 -1.152  0.49
29 H 1.491 -4.090 -0.116  0.33
30 O 0.702 -4.280 -0.680  -0.90
31 H -0.651 3.755 1.038  0.30
32 H -2.095 3.867 1.196  0.30
33 O -1.293 3.988 1.665  -0.67
34 H -0.342 3.090 4.046  0.29
35 H 0.297 3.489 2.791  0.36
36 O 0.535 3.236 3.733  -0.63
37 H -1.218 -0.264 -3.187  0.28
38 H -1.803 -0.283 -4.591  0.31
39 O -1.131 -0.625 -4.086  -0.65
40 H -2.726 1.381 1.281  0.18
41 H -3.991 1.769 0.526  0.32
42 O -3.114 1.517 0.443  -0.49
43 H 0.233 -3.171 0.886  0.09
44 H -0.200 -3.907 1.997  0.33
45 O 0.206 -3.064 1.733  -0.68
46 H -0.578 0.503 2.161  0.12
47 H -1.648 -0.247 3.011  0.30
48 O -1.553 0.579 2.505  -0.66
49 H 1.939 0.723 -2.025  0.36
50 H 1.613 1.405 -3.529  0.27
51 O 2.213 1.338 -2.851  -0.70
52 H -1.198 2.110 -2.038  0.22
53 H 0.191 2.297 -2.751  0.20
54 O -0.385 2.682 -2.209  -0.63
55 H -2.561 3.424 -2.227  0.30
56 H -3.607 2.572 -1.249  0.33
57 O -3.473 3.194 -1.889  -0.61
58 H 2.628 -3.687 1.880  0.32
59 H 2.743 -2.048 1.668  0.30
60 O 2.863 -2.997 1.242  -0.69
61 H 2.888 -1.573 -1.925  0.23
62 H 3.959 -0.591 -2.242  0.29
63 O 3.663 -1.285 -1.757  -0.53

Properties
**HOMO level**: -10.3330 eV
**Multiplicity**: 1



The following is a quantum chemistry calculation of a structure of composition C6H44ClFeO25 in a non-equilibrium geometry, from the Open Molecules 2025 dataset.

Each line ends with the Mulliken charge.
Positions of all 77 atoms, in Å:
1 Fe 20.306 -21.437 12.794  0.98
2 Cl 19.319 -20.710 14.973  -0.35
3 C 23.510 -22.608 10.168  -0.64
4 C 22.566 -22.038 11.137  0.52
5 C 23.190 -21.386 12.471  0.53
6 O 22.265 -21.038 13.225  -0.65
7 C 24.664 -21.302 12.616  -1.04
8 C 25.432 -21.806 11.585  0.66
9 C 24.853 -22.477 10.369  0.30
10 O 25.579 -22.933 9.363  -0.81
11 O 26.683 -21.635 11.789  -0.49
12 O 21.312 -22.155 11.059  -0.71
13 H 23.058 -23.132 9.339  0.39
14 H 24.945 -20.795 13.528  0.40
15 O 20.632 -23.288 13.668  -0.27
16 H 19.937 -23.946 13.640  0.16
17 H 21.296 -23.664 14.246  0.27
18 O 14.307 -20.240 14.539  -0.65
19 H 14.334 -20.894 15.237  0.42
20 H 14.113 -20.742 13.748  0.25
21 O 21.890 -19.737 18.993  -0.59
22 H 22.760 -19.518 19.328  0.27
23 H 21.812 -19.235 18.182  0.33
24 O 19.485 -25.948 14.797  -0.64
25 H 18.619 -25.626 15.049  0.40
26 H 19.982 -25.963 15.615  0.25
27 O 14.810 -22.380 16.175  -0.63
28 H 14.525 -23.272 15.979  0.29
29 H 15.638 -22.491 16.642  0.40
30 O 19.668 -19.826 11.714  -0.35
31 H 19.418 -19.640 10.809  0.20
32 H 19.430 -19.035 12.197  0.24
33 O 17.351 -24.594 15.725  -0.55
34 H 16.401 -24.639 15.835  0.19
35 H 17.645 -24.009 16.424  0.35
36 O 18.871 -16.694 15.714  -0.65
37 H 17.942 -16.898 15.820  0.26
38 H 18.882 -15.803 15.364  0.26
39 O 22.358 -24.016 15.367  -0.65
40 H 22.195 -24.489 16.184  0.27
41 H 22.573 -23.125 15.645  0.33
42 O 16.318 -23.013 13.055  -0.63
43 H 16.572 -23.563 13.796  0.33
44 H 15.715 -22.370 13.428  0.25
45 O 19.491 -21.291 18.117  -0.48
46 H 20.376 -21.312 18.480  0.28
47 H 19.587 -20.845 17.276  0.07
48 O 22.768 -19.689 15.448  -0.80
49 H 22.736 -20.069 14.570  0.51
50 H 21.853 -19.524 15.672  0.08
51 O 20.907 -17.892 17.020  -0.48
52 H 20.131 -17.746 16.479  0.30
53 H 21.096 -17.037 17.405  0.17
54 O 20.533 -17.276 13.335  -0.61
55 H 21.430 -17.264 13.669  0.29
56 H 19.986 -17.155 14.111  0.38
57 O 16.692 -18.756 15.490  -0.61
58 H 17.429 -19.298 15.209  0.27
59 H 15.918 -19.209 15.155  0.29
60 O 18.627 -22.346 11.893  -0.29
61 H 18.383 -22.355 10.968  0.22
62 H 17.842 -22.646 12.351  0.33
63 O 19.724 -23.827 17.224  -0.48
64 H 20.262 -24.061 17.980  0.27
65 H 19.892 -22.894 17.090  0.19
66 O 23.369 -22.013 17.050  -0.63
67 H 23.250 -21.180 16.593  0.40
68 H 24.185 -21.905 17.538  0.26
69 O 16.964 -22.810 17.914  -0.76
70 H 16.632 -22.427 18.726  0.38
71 H 17.879 -22.533 17.874  0.33
72 O 18.725 -18.063 19.832  -0.59
73 H 18.341 -18.349 20.660  0.27
74 H 19.121 -18.853 19.465  0.31
75 O 16.695 -20.625 19.620  -0.65
76 H 17.473 -20.693 19.066  0.34
77 H 17.024 -20.297 20.457  0.27

Properties
**HOMO level (alpha / beta)**: -2.1525 / -3.4729 eV
**Multiplicity**: 5
**Net charge**: -1